Entry 1:
One molecule with the formula C5H10O2, computed with ωB97M-V/def2-TZVPD.

```
! RIJCOSX wB97M-V def2-TZVPD def2/J DEFGRID3
* xyz 0 1
H -2.155 0.978 -0.939
H 2.364 -0.297 0.968
H -0.463 1.737 -0.962
O 1.700 1.636 0.573
H -1.015 -2.308 0.323
O -0.960 0.974 0.907
H 0.966 -1.466 -0.571
C -0.612 -0.163 0.086
H 0.968 1.584 1.207
C -1.170 1.050 -0.496
C -1.518 -1.343 0.419
H -1.902 -1.269 1.444
C 0.789 -0.390 -0.506
C 1.976 0.321 0.148
H -2.393 -1.344 -0.237
H 2.772 0.419 -0.599
H 0.719 -0.040 -1.545
*
```

Properties
E: -346.92236 a.u.
Kohn-Sham gap: 0.39812 Ha
Structure (SMILES): C[C@@]1(CCO)CO1
Maximum force: 0.0156 Eh/bohr

Here is what Löwdin gives for the atomic charges, in e: number 1, H, carries 0.12; number 2, H, carries 0.12; number 3, H, carries 0.12; number 4, O, carries -0.07; number 5, H, carries 0.08; number 6, O, carries -0.03; number 7, H, carries 0.11; number 8, C, carries -0.46; number 9, H, carries 0.08; number 10, C, carries -0.11; number 11, C, carries 0.00; number 12, H, carries 0.09; number 13, C, carries -0.11; number 14, C, carries -0.25; number 15, H, carries 0.08; number 16, H, carries 0.12; number 17, H, carries 0.12



Entry 2:
C4H7EuO3 as an isolated structure at a distorted geometry, computed with ωB97M-V/def2-TZVPD.

```
! RIJCOSX wB97M-V def2-TZVPD def2/J DEFGRID3
* xyz 0 9
O -0.690 1.689 -1.628
H -1.015 -1.963 0.658
C -2.305 -0.375 1.232
C 0.793 -0.598 -0.525
Eu 0.106 2.340 0.371
O -0.073 -0.134 0.510
H -0.220 0.277 -1.816
H 2.880 -0.394 -0.065
C 2.068 0.236 -0.478
H 2.355 0.433 -1.536
H 1.004 -1.643 -0.272
H -3.126 -1.038 1.500
C -1.128 -0.910 0.924
H -2.555 0.643 0.924
O 1.905 1.438 0.202
*
```

Properties
E: -1092.42548 a.u.
Kohn-Sham gap (spin up / spin down): 0.23503 / 0.28422 Ha
⟨S²⟩: 20.05
Maximum force: 0.0759 Eh/bohr

Here is what Löwdin gives for the atomic charges, in e: number 1, O, carries -0.70; number 2, H, carries 0.12; number 3, C, carries 0.03; number 4, C, carries -0.12; number 5, Eu, carries 1.39; number 6, O, carries -0.30; number 7, H, carries 0.19; number 8, H, carries 0.11; number 9, C, carries -0.37; number 10, H, carries 0.11; number 11, H, carries 0.11; number 12, H, carries 0.06; number 13, C, carries -0.22; number 14, H, carries 0.05; number 15, O, carries -0.48



Entry 3:
C38H35Cl5N5O2S4Sn as an isolated structure, computed with ωB97M-V/def2-TZVPD.

```
! RIJCOSX wB97M-V def2-TZVPD def2/J DEFGRID3
* xyz -1 1
N 0.308 0.270 -2.425
H 3.545 -2.293 6.419
Cl -1.807 2.264 -0.726
S -1.848 0.051 3.496
C -0.201 -1.491 5.022
C -1.775 -5.025 6.039
H 3.056 -1.148 0.789
C 0.063 -6.209 7.046
H 2.929 3.468 -4.529
H 4.993 2.529 -3.519
H 4.806 0.664 -1.910
H -1.938 1.400 5.457
C 2.876 2.597 -3.886
H 3.418 0.550 0.391
H 3.765 -2.876 4.774
H -0.372 -7.210 8.877
Cl -2.587 4.786 -2.420
H 4.355 -1.271 5.219
S 2.117 -4.368 3.254
H 1.079 -2.778 6.162
H 3.571 -2.187 -2.038
H -2.748 -6.499 8.938
H 2.199 -2.644 -0.989
C -2.105 -6.199 8.120
H -3.882 -1.626 -1.031
H -2.827 -1.337 0.369
H 4.456 -0.762 -0.228
H -4.080 -0.706 -2.996
C 1.509 0.906 -2.783
C 2.136 -0.358 4.047
Sn 0.115 0.062 -0.207
C -0.854 0.625 -4.606
O -1.702 0.429 2.052
O 1.062 2.097 -0.115
H 1.093 -6.526 7.040
C -1.998 -0.318 -2.732
C 4.027 2.086 -3.312
C 0.911 0.120 3.609
C 1.033 -1.951 5.460
S 2.923 -5.750 5.737
H -3.477 0.037 -0.545
H -3.632 -5.101 7.081
Cl 3.294 3.887 -0.561
H 0.746 2.493 -4.009
C -0.949 4.558 -1.915
H -2.033 0.947 -6.357
C 2.690 0.461 -2.137
H -2.888 2.079 4.092
C -1.954 1.599 4.385
H -2.162 -4.427 5.229
N 0.384 -4.978 4.917
C 3.919 1.030 -2.415
H -4.162 0.220 -5.292
C 2.214 -1.406 4.967
C 0.453 -3.898 2.956
C -0.431 -5.415 6.014
C 0.719 3.159 -0.760
H -1.101 2.208 4.085
C 1.674 4.153 -1.095
H -0.546 -2.395 -2.292
C -1.473 -2.395 -1.718
C -3.228 0.193 -4.746
C -3.181 -0.304 -3.448
N 2.534 -0.568 -1.142
H -1.115 -1.964 5.364
C -2.595 -5.414 7.084
C 3.546 -1.986 5.372
H -2.248 -2.909 -2.297
C 3.427 -0.473 0.012
C 2.555 -1.919 -1.726
Cl -0.403 6.929 -3.119
C 1.333 5.289 -1.809
H 0.856 0.909 2.865
C 1.724 -5.100 4.764
N -1.887 -0.997 -1.463
H 3.050 0.077 3.653
H 0.049 0.936 -5.103
C 1.636 2.027 -3.615
C -2.043 0.614 -5.326
H 1.901 -1.942 -2.596
C 0.019 5.503 -2.236
C -0.777 -6.591 8.086
N -0.331 -4.305 3.910
C -0.602 3.427 -1.191
C -0.803 0.231 -3.255
S 0.056 -2.881 1.640
C -0.251 -0.460 4.101
Cl 2.549 6.457 -2.192
H -1.309 -2.919 -0.775
C -3.093 -0.979 -0.627
*
```

Properties
E: -6001.44439 a.u.
Kohn-Sham gap: 0.25451 Ha
Maximum force: 0.0123 Eh/bohr

Here is what Löwdin gives for the atomic charges, in e: number 1, N, carries -0.06; number 2, H, carries 0.08; number 3, Cl, carries 0.78; number 4, S, carries 0.90; number 5, C, carries -0.09; number 6, C, carries -0.03; number 7, H, carries 0.08; number 8, C, carries -0.05; number 9, H, carries 0.10; number 10, H, carries 0.10; number 11, H, carries 0.11; number 12, H, carries 0.06; number 13, C, carries -0.10; number 14, H, carries 0.09; number 15, H, carries 0.03; number 16, H, carries 0.10; number 17, Cl, carries 0.67; number 18, H, carries 0.07; number 19, S, carries 0.95; number 20, H, carries 0.11; number 21, H, carries 0.09; number 22, H, carries 0.09; number 23, H, carries 0.08; number 24, C, carries -0.11; number 25, H, carries 0.08; number 26, H, carries 0.07; number 27, H, carries 0.08; number 28, H, carries 0.10; number 29, C, carries -0.24; number 30, C, carries -0.03; number 31, Sn, carries 1.29; number 32, C, carries -0.03; number 33, O, carries -0.66; number 34, O, carries -0.29; number 35, H, carries 0.01; number 36, C, carries -0.26; number 37, C, carries -0.13; number 38, C, carries -0.09; number 39, C, carries -0.06; number 40, S, carries 0.55; number 41, H, carries 0.07; number 42, H, carries 0.10; number 43, Cl, carries 0.74; number 44, H, carries 0.11; number 45, C, carries -0.70; number 46, H, carries 0.10; number 47, C, carries -0.23; number 48, H, carries 0.05; number 49, C, carries -0.25; number 50, H, carries 0.10; number 51, N, carries -0.14; number 52, C, carries -0.05; number 53, H, carries 0.09; number 54, C, carries -0.27; number 55, C, carries -1.15; number 56, C, carries -0.18; number 57, C, carries -0.50; number 58, H, carries 0.06; number 59, C, carries -0.60; number 60, H, carries 0.08; number 61, C, carries -0.07; number 62, C, carries -0.11; number 63, C, carries -0.04; number 64, N, carries -0.29; number 65, H, carries 0.10; number 66, C, carries -0.09; number 67, C, carries -0.06; number 68, H, carries 0.10; number 69, C, carries -0.10; number 70, C, carries -0.06; number 71, Cl, carries 0.64; number 72, C, carries -0.70; number 73, H, carries 0.10; number 74, C, carries -1.09; number 75, N, carries -0.31; number 76, H, carries 0.11; number 77, H, carries 0.09; number 78, C, carries -0.04; number 79, C, carries -0.10; number 80, H, carries 0.08; number 81, C, carries -0.72; number 82, C, carries -0.09; number 83, N, carries -0.01; number 84, C, carries -0.56; number 85, C, carries -0.25; number 86, S, carries 0.46; number 87, C, carries -0.43; number 88, Cl, carries 0.66; number 89, H, carries 0.03; number 90, C, carries -0.10



Entry 4:
C16H36Cl16N6O15V as an isolated structure at a distorted geometry, computed with ωB97M-V/def2-TZVPD.

```
! RIJCOSX wB97M-V def2-TZVPD def2/J DEFGRID3
* xyz -1 3
C -5.914 0.705 1.495
N 4.122 -0.240 -1.939
Cl 1.448 3.852 0.362
Cl -2.870 4.173 0.552
C 3.297 3.347 3.643
Cl -2.559 3.081 -3.425
O -0.020 -0.028 -1.486
N 3.498 -2.350 -4.938
H 2.594 5.225 2.832
H 2.370 -0.020 4.662
H -1.103 4.924 -0.764
C -4.193 -4.148 -1.086
C -3.411 -4.405 0.217
H -0.400 3.148 1.645
H 1.158 3.496 -3.903
Cl -3.357 1.923 4.488
H -3.551 -4.062 -1.963
H -4.282 1.126 -1.903
N -0.796 -2.951 -3.584
O 0.375 -1.522 -0.288
H 1.204 -1.089 2.658
H 1.865 0.489 2.146
H -1.656 0.873 -3.533
O -1.750 -3.487 -4.157
Cl 3.099 -2.219 4.388
H -2.962 -5.391 0.339
H 3.799 -0.068 3.712
H 3.474 3.858 -3.687
C 2.832 -0.556 3.833
C 2.523 4.629 3.742
Cl 3.138 -1.395 1.279
C -2.669 1.266 -3.457
C -2.513 0.830 3.328
O 2.869 -0.401 -2.074
Cl 0.758 4.388 3.977
Cl -4.998 -0.758 1.221
H -5.299 1.578 1.713
H -1.744 1.384 2.789
H -3.248 0.570 2.566
H 4.406 -4.320 3.491
H 3.162 2.395 -2.650
N -0.185 -0.444 -0.359
O 3.537 -4.166 -0.009
H -6.489 0.522 2.403
O 2.571 -3.110 -1.554
Cl -3.682 -1.018 -2.589
H -0.987 5.316 0.997
C 1.832 2.751 -4.325
O -0.205 -3.303 -2.661
H -4.650 -3.159 -1.111
C -0.248 3.332 0.581
O 4.624 0.581 -1.174
C -1.943 -0.523 3.968
O 4.662 -3.533 -1.582
C 2.115 -0.514 2.490
H 2.935 2.702 2.842
Cl 1.115 1.102 -4.212
O 3.415 -2.129 -6.153
O 2.570 -2.182 -4.184
H -6.407 0.609 -0.595
H -2.769 -0.894 4.575
H 1.795 2.967 -5.393
H -7.247 2.040 0.222
H 5.239 -3.227 2.571
C 3.263 2.789 -3.661
H 3.951 -4.136 1.914
C -3.364 0.648 -2.246
V 1.199 -1.660 -2.406
O -0.601 0.066 0.611
Cl -8.225 -0.098 0.625
Cl 4.543 1.958 -4.609
C -6.887 1.014 0.296
H -2.703 0.752 -1.386
Cl 3.158 2.530 5.305
H 5.373 -4.786 2.201
H 4.373 3.406 3.482
O 4.927 -0.903 -2.644
O 4.511 -2.828 -4.440
H -3.082 1.086 -4.449
H -1.687 -1.188 3.143
Cl -5.297 -5.565 -1.387
H -4.122 -4.199 1.018
Cl -0.451 -0.009 4.831
C -1.233 4.558 0.254
N 4.727 -4.098 2.559
H -0.411 2.407 0.028
O -0.443 -1.805 -3.936
H 2.794 5.278 4.574
N 3.559 -3.672 -1.049
Cl -2.171 -3.110 0.385
*
```

Properties
E: -10394.91834 a.u.
Kohn-Sham gap (spin up / spin down): 0.20602 / 0.20598 Ha
⟨S²⟩: 2.01
Maximum force: 0.1862 Eh/bohr

Here is what Löwdin gives for the atomic charges, in e: number 1, C, carries -0.69; number 2, N, carries -0.54; number 3, Cl, carries 0.57; number 4, Cl, carries 0.59; number 5, C, carries -0.55; number 6, Cl, carries 0.50; number 7, O, carries -0.07; number 8, N, carries -0.62; number 9, H, carries 0.05; number 10, H, carries -0.01; number 11, H, carries 0.06; number 12, C, carries -0.66; number 13, C, carries -0.62; number 14, H, carries 0.01; number 15, H, carries 0.06; number 16, Cl, carries 0.51; number 17, H, carries 0.04; number 18, H, carries 0.05; number 19, N, carries -0.60; number 20, O, carries -0.10; number 21, H, carries 0.04; number 22, H, carries 0.08; number 23, H, carries 0.01; number 24, O, carries 0.06; number 25, Cl, carries 0.59; number 26, H, carries 0.07; number 27, H, carries 0.06; number 28, H, carries 0.06; number 29, C, carries -0.71; number 30, C, carries -0.67; number 31, Cl, carries 0.67; number 32, C, carries -0.63; number 33, C, carries -0.66; number 34, O, carries -0.20; number 35, Cl, carries 0.55; number 36, Cl, carries 0.60; number 37, H, carries 0.06; number 38, H, carries 0.04; number 39, H, carries -0.01; number 40, H, carries 0.09; number 41, H, carries 0.05; number 42, N, carries -0.60; number 43, O, carries -0.04; number 44, H, carries 0.05; number 45, O, carries -0.11; number 46, Cl, carries 0.67; number 47, H, carries 0.05; number 48, C, carries -0.58; number 49, O, carries 0.01; number 50, H, carries 0.02; number 51, C, carries -0.62; number 52, O, carries -0.03; number 53, C, carries -0.56; number 54, O, carries 0.04; number 55, C, carries -0.59; number 56, H, carries 0.05; number 57, Cl, carries 0.64; number 58, O, carries -0.02; number 59, O, carries -0.11; number 60, H, carries 0.04; number 61, H, carries 0.07; number 62, H, carries 0.06; number 63, H, carries 0.08; number 64, H, carries 0.12; number 65, C, carries -0.62; number 66, H, carries 0.07; number 67, C, carries -0.68; number 68, V, carries 1.25; number 69, O, carries 0.08; number 70, Cl, carries 0.55; number 71, Cl, carries 0.57; number 72, C, carries -0.61; number 73, H, carries 0.06; number 74, Cl, carries 0.51; number 75, H, carries 0.15; number 76, H, carries 0.08; number 77, O, carries 0.01; number 78, O, carries 0.00; number 79, H, carries 0.06; number 80, H, carries 0.05; number 81, Cl, carries 0.51; number 82, H, carries 0.05; number 83, Cl, carries 0.58; number 84, C, carries -0.71; number 85, N, carries 0.28; number 86, H, carries 0.04; number 87, O, carries -0.08; number 88, H, carries 0.06; number 89, N, carries -0.61; number 90, Cl, carries 0.59



Entry 5:
An isolated ion of composition C5H10N5 and charge +1 at a distorted geometry, computed with ωB97M-V/def2-TZVPD.

```
! RIJCOSX wB97M-V def2-TZVPD def2/J DEFGRID3
* xyz 1 1
H 0.740 2.124 -2.879
H 1.728 -1.525 1.936
C -2.067 0.320 -0.133
N -1.393 -0.648 0.293
H -3.330 0.890 1.370
H 2.091 1.202 -0.174
C -0.210 -1.158 0.328
C 2.073 -0.894 1.120
H -0.913 -3.044 0.401
H 0.753 -2.954 0.111
C 1.108 0.759 -0.337
C 0.235 1.522 -0.999
H 2.722 -1.481 0.465
N 0.921 -0.367 0.414
N 0.149 2.252 -2.060
H -3.598 1.614 -0.170
H 2.653 -0.069 1.533
N -0.062 -2.514 0.509
H -0.562 2.968 -2.130
N -3.036 1.003 0.402
*
```

Properties
E: -469.95690 a.u.
Kohn-Sham gap (spin up / spin down): 0.25036 / 0.24995 Ha
Maximum force: 0.0563 Eh/bohr

Here is what Löwdin gives for the atomic charges, in e: number 1, H, carries 0.14; number 2, H, carries 0.10; number 3, C, carries -0.20; number 4, N, carries 0.15; number 5, H, carries 0.12; number 6, H, carries 0.15; number 7, C, carries -0.38; number 8, C, carries -0.02; number 9, H, carries 0.12; number 10, H, carries 0.11; number 11, C, carries -0.06; number 12, C, carries -0.04; number 13, H, carries 0.10; number 14, N, carries -0.07; number 15, N, carries 0.15; number 16, H, carries 0.11; number 17, H, carries 0.10; number 18, N, carries 0.16; number 19, H, carries 0.13; number 20, N, carries 0.12